Record 1
The following is a DFT calculation (the ωB97M-V functional and the def2-TZVPD basis) of 8 unconnected molecules or ions with the total composition C28H67N7O9P.

Last column: Löwdin charge in e.
Atoms and positions in Å:
P  0.5535  -2.5885  2.2979  0.35
O  -4.9799  2.9349  -0.1765  0.01
O  3.6846  -2.8710  1.3516  -0.12
O  5.3797  1.3522  7.2038  0.01
O  -6.6346  0.8720  -5.5312  0.00
O  -1.4357  4.2028  -3.7978  0.00
O  6.7641  -6.2593  1.1794  0.01
O  -3.6829  0.6653  3.4061  0.01
O  -4.3042  -0.6265  -2.3477  0.00
O  5.1640  -1.4003  2.1331  0.05
N  -4.8748  2.2996  -5.3801  -0.18
N  7.0013  -4.8532  -0.5932  -0.19
N  -4.5669  -2.1959  -3.9566  -0.19
N  -5.2038  0.0031  1.8734  -0.18
N  0.4820  3.5108  -4.7942  -0.19
N  -3.1508  4.2758  -0.0917  -0.18
N  7.0396  0.6785  5.8022  -0.20
C  6.1395  -0.0583  4.9216  -0.04
C  8.4496  0.6944  5.4901  -0.07
C  -2.9098  3.9463  1.3075  -0.03
C  -6.5716  -0.2892  1.5258  -0.07
C  -4.8267  0.3773  3.1091  -0.35
C  -3.9941  -3.2686  -4.7370  -0.07
C  -0.7345  3.3178  -4.2533  -0.35
C  6.5483  1.3228  6.8781  -0.37
C  1.2718  2.4188  -5.3218  -0.06
C  -4.1640  -0.1059  0.8605  -0.03
C  -5.8702  1.6765  -6.0314  -0.35
C  -2.2460  5.1651  -0.7846  -0.07
C  1.1687  0.6193  5.6832  -0.13
C  -4.6578  2.0389  -3.9625  -0.02
C  -0.5052  -1.0405  2.6840  -0.41
C  3.1520  -3.9530  2.1850  -0.25
C  7.0326  -6.0546  0.0128  -0.37
C  -4.2156  3.7196  -0.6993  -0.36
C  -3.9692  3.2222  -6.0280  -0.06
C  -0.4549  -0.6741  4.1723  -0.32
C  -5.9599  -1.8230  -4.1590  -0.03
C  4.0159  -1.7273  1.9637  -0.37
C  1.0105  4.8635  -4.8355  -0.04
C  0.2099  0.6816  4.4900  -0.28
C  6.5991  -3.6727  0.1664  -0.03
C  1.6679  -4.1543  2.0120  -0.39
C  7.3532  -4.6994  -1.9845  -0.08
C  -3.8526  -1.5262  -3.0289  -0.33
H  -3.4183  -0.8313  1.1866  0.08
H  -0.1380  -3.2721  3.4315  -0.02
H  -1.4765  -0.6540  4.5714  0.09
H  -5.5288  2.3299  -3.3749  0.10
H  5.5823  -3.7546  0.5427  0.07
H  -2.8108  -1.8755  -2.9374  0.14
H  -4.2054  3.3045  -7.0881  0.08
H  1.3485  -4.8780  2.7756  0.06
H  8.8614  -0.3176  5.4872  0.09
H  8.2029  -4.0215  -2.1007  0.08
H  -5.9271  1.9618  -7.0974  0.13
H  -6.0533  -0.7805  -4.4648  0.05
H  -0.0779  -0.2171  2.0917  0.05
H  5.3871  0.6050  4.4975  0.09
H  8.9807  1.2823  6.2377  0.08
H  6.6519  -2.8079  -0.4912  0.09
H  -3.7576  4.2446  1.9245  0.09
H  1.5835  -2.0893  3.2804  -0.01
H  -1.0481  2.2600  -4.2574  0.14
H  1.0905  5.2755  -3.8296  0.09
H  8.6279  1.1384  4.5078  0.09
H  0.6732  0.2195  6.5754  0.07
H  3.1564  -1.1044  2.2470  0.11
H  0.7730  1.0322  3.6153  0.09
H  -0.4487  -3.1403  1.3470  -0.05
H  -2.2240  6.1479  -0.3061  0.09
H  3.3957  -3.7572  3.2356  0.11
H  -3.6733  0.8587  0.7452  0.07
H  -6.3842  -2.4612  -4.9310  0.09
H  7.6246  -5.6685  -2.4014  0.08
H  6.7165  -0.4991  4.1145  0.07
H  -4.3231  4.0439  -1.7496  0.12
H  1.2396  -1.9160  1.1569  -0.03
H  7.3420  -6.8674  -0.6709  0.13
H  -6.5267  -1.9470  -3.2358  0.10
H  7.2614  -3.5199  1.0179  0.10
H  0.0844  -1.4671  4.7157  0.06
H  2.2204  2.3311  -4.7892  0.09
H  1.4810  2.5666  -6.3834  0.09
H  -2.7693  2.8740  1.4402  0.08
H  -5.6589  0.3918  3.8370  0.13
H  1.4423  -4.5946  1.0304  0.06
H  -4.5290  -4.2056  -4.5669  0.09
H  -1.5338  -1.1899  2.3430  0.03
H  7.3357  1.8412  7.4572  0.12
H  2.0211  -0.0299  5.4518  0.06
H  -4.4846  0.9776  -3.7846  0.06
H  -4.0326  4.2098  -5.5681  0.09
H  6.5141  -4.2980  -2.5577  0.09
H  1.9952  4.8423  -5.2962  0.08
H  -4.0308  -3.0391  -5.8048  0.09
H  -4.5965  -0.3922  -0.0946  0.06
H  -2.0164  4.4684  1.6420  0.09
H  -2.5661  5.2804  -1.8179  0.06
H  0.3539  5.5155  -5.4123  0.09
H  -6.9199  0.3810  0.7366  0.09
H  5.6191  -0.8461  5.4652  0.10
H  -2.9544  -3.4096  -4.4467  0.08
H  0.7227  1.4869  -5.2025  0.08
H  -0.5566  1.4415  4.6863  0.09
H  1.5741  1.6067  5.9339  0.06
H  -1.2324  4.7598  -0.7912  0.09
H  -7.2047  -0.1561  2.4031  0.08
H  -3.7894  2.6038  -3.6296  0.07
H  -2.9469  2.8583  -5.9144  0.07
H  3.7333  -4.8301  1.8743  0.11
H  -6.6747  -1.3197  1.1754  0.09

Values from the calculation:
**Max |F|**: 0.42 eV Å⁻¹
**Net charge**: -1
**Energy**: -68267.064 eV
**Kohn-Sham gap**: 5.148 eV

***

Record 2
The following is a DFT calculation (the ωB97M-V functional and the def2-TZVPD basis) of 6 unconnected molecules or ions with the total composition C28H68Br4N4 in a non-equilibrium geometry.

Last column: Löwdin charge in e.
Atoms and positions in Å:
Br  -0.6744  2.6247  -2.7159  0.63
Br  6.9943  3.1605  2.0519  0.62
Br  3.7112  0.0155  2.9893  0.57
Br  -0.4822  0.7665  1.6369  0.59
N  3.2812  -0.5256  -2.3233  -0.17
N  -1.5715  -4.7668  0.5209  -0.20
N  1.9390  5.1952  0.7527  -0.18
N  -5.6815  -0.8214  0.1418  -0.21
C  0.7625  4.4605  2.8591  -0.08
C  5.4561  1.0005  3.0929  -0.64
C  -1.1606  2.3572  -0.8035  -0.62
C  -2.0631  -3.6180  1.3253  -0.23
C  5.2992  2.2240  2.2998  -0.75
C  2.1876  7.5087  1.6476  -0.11
C  -0.1554  -6.7692  0.7269  -0.09
C  -2.4050  -5.0531  -0.6158  -0.26
C  -6.3546  -1.9534  0.9021  -0.22
C  -4.9472  -1.3936  -0.9515  -0.27
C  -7.3031  1.0345  0.6946  -0.09
C  2.2930  -1.6102  -2.1900  -0.28
C  1.9995  -1.9368  -0.7568  -0.09
C  -2.3730  -3.9896  -1.7029  -0.08
C  -0.8954  -2.8093  1.9327  -0.07
C  1.3847  6.5915  0.7733  -0.23
C  -0.2992  1.2476  -0.3250  -0.66
C  -3.7024  -0.4653  -1.2240  -0.08
C  -1.1821  -5.8688  1.3429  -0.30
C  2.0452  4.5531  2.0579  -0.29
C  3.2472  3.6090  -0.6351  -0.08
C  2.5305  1.0368  -4.0942  -0.08
C  5.4469  -1.9825  -2.5620  -0.07
C  4.6302  -0.8744  -1.8168  -0.23
C  -6.6455  0.0951  -0.2866  -0.33
C  3.1659  4.9531  0.0105  -0.30
C  3.4097  -0.2015  -3.7253  -0.27
C  -5.3774  -2.6806  1.8490  -0.07
H  1.4744  0.8835  -3.9092  0.01
H  -3.0160  -0.5364  -0.3314  0.08
H  -2.5895  -2.9336  0.7475  0.05
H  -2.6960  -2.9346  -1.3523  0.06
H  3.2237  7.3806  1.3445  0.07
H  0.7670  -6.1488  0.4775  0.10
H  2.3292  3.5501  1.8735  0.07
H  -6.5943  1.6139  1.2897  0.08
H  -1.0289  3.3144  -0.2988  0.05
H  2.5130  1.2057  -5.1488  0.05
H  4.5622  -1.0865  -0.7500  0.09
H  6.1720  0.3293  2.6333  0.05
H  4.1660  3.5937  -1.2055  0.07
H  4.0008  5.1633  0.6830  0.11
H  -5.1870  -1.9825  2.6555  0.08
H  -7.5377  -0.5045  -0.7179  0.13
H  2.8570  5.0738  2.6380  0.12
H  -0.4422  -2.2696  1.1224  0.02
H  2.1664  7.1661  2.6908  0.07
H  -7.8667  1.7176  0.0974  0.06
H  1.8822  8.5413  1.6377  0.07
H  -1.9832  -5.9772  -1.0309  0.11
H  0.3586  6.5319  1.1289  0.10
H  0.8989  3.8785  3.7621  0.07
H  1.3411  -1.2137  -2.6342  0.12
H  -2.7760  -4.0274  2.0041  0.10
H  -5.9050  -3.6019  2.1671  0.09
H  5.1702  0.0802  -1.8813  0.11
H  1.1905  -2.6654  -0.7932  0.06
H  -2.2340  2.1282  -0.8968  0.04
H  -1.3751  -3.8846  -2.1277  0.07
H  -2.0710  -6.4768  1.6905  0.13
H  3.3521  5.6218  -0.8110  0.11
H  0.1558  -7.5922  1.3969  0.08
H  -4.4307  -2.8722  1.3487  0.02
H  -3.2155  -0.7225  -2.1862  0.07
H  -5.5640  -1.5430  -1.8794  0.13
H  -7.2021  -1.5481  1.5157  0.11
H  4.5861  2.9504  2.7236  0.06
H  3.1893  -1.0084  -4.4211  0.11
H  -3.0384  -4.3651  -2.4758  0.07
H  -6.3213  0.6787  -1.1959  0.13
H  -3.4478  -5.1781  -0.2868  0.12
H  1.5953  -1.0630  -0.1798  0.07
H  2.3751  3.3549  -1.3182  0.08
H  -6.7770  -2.6296  0.1249  0.12
H  -0.0416  4.0846  2.2379  0.06
H  5.6019  1.0663  4.1773  0.06
H  0.7623  1.5275  -0.5010  0.05
H  1.4504  7.0158  -0.2983  0.14
H  2.7851  1.9616  -3.5923  0.05
H  -1.2097  -2.2281  2.8009  0.07
H  -0.4545  -7.2593  -0.1466  0.03
H  4.9866  1.9021  1.3367  0.01
H  -0.8196  -5.4224  2.2529  0.10
H  -3.9919  0.5595  -1.4147  0.05
H  2.8618  -2.4110  -0.3064  0.07
H  3.3404  2.9181  0.2159  0.05
H  2.4543  -2.5126  -2.8178  0.12
H  5.7055  -1.7439  -3.5869  0.06
H  -4.6396  -2.3884  -0.6169  0.08
H  0.6126  5.4748  3.2292  0.06
H  -7.9947  0.5453  1.3761  0.06
H  6.3132  -2.2394  -2.0026  0.05
H  4.4292  0.0718  -3.9282  0.09
H  4.8712  -2.8946  -2.5446  0.06
H  -0.1109  -3.4730  2.1767  0.05
H  -0.4501  0.3389  -0.8478  0.02

Values from the calculation:
**Max |F|**: 3.67 eV Å⁻¹
**Net charge**: 0
**Energy**: -316266.654 eV
**Kohn-Sham gap**: 8.588 eV
**SMILES string**: CCN(CC)CC.CCN(CC)CC.CCN(CC)CC.CCN(CC)CC.BrCCBr.BrCCBr
**ΔE to the lowest compared entry with this formula, charge and spin**: 9.6 kcal per mole